P) ORCA calculation (wB97M-V/def2-TZVPD) on a 2-piece molecular cluster, C3H11N3O overall.

The HOMO energy comes out at -0.25750 Ha.

Bonds (Å) are listed after each position.
Positions of all 18 atoms, in Å:
1 H -1.5325 0.0251 -1.2941  C9 1.080
2 H -1.1988 0.5020 2.7151  N4 1.033
3 H 0.3199 -1.4316 3.3367  N18 1.011
4 N -0.6997 0.4345 1.8136  H2 1.033, H14 1.016, C16 1.308
5 H 0.5811 -0.4518 0.4250  C16 1.171
6 H -0.4574 2.4431 -0.9787  N7 1.000
7 N -0.2240 1.5340 -0.6327  H6 1.000, C9 1.486, H12 1.019
8 C 0.5237 -0.5434 -1.8450  C9 1.574, O10 1.344, H11 1.090, H17 1.112
9 C -0.6270 0.5089 -1.6296  H1 1.080, N7 1.486, C8 1.574, H15 1.096
10 O 1.3912 -0.6247 -0.8223  C8 1.344
11 H 0.9869 -0.2715 -2.7940  C8 1.090
12 H 0.7916 1.4815 -0.5750  N7 1.019
13 H 1.1590 -2.1637 2.0364  N18 1.007
14 H -0.7848 1.0768 1.0312  N4 1.016
15 H -0.8639 1.0018 -2.5788  C9 1.096
16 C 0.1351 -0.5245 1.5053  N4 1.308, H5 1.171, N18 1.318
17 H 0.0189 -1.5117 -2.0532  C8 1.112
18 N 0.4807 -1.4848 2.3400  H3 1.011, H13 1.007, C16 1.318


Q) ORCA calculation (wB97M-V/def2-TZVPD) on one molecule with the formula C3H11N3O.

The HOMO energy comes out at -0.31414 Ha. Its SMILES is CN[C@](C)(N)NO.

Bonds (Å) are listed after each position.
Positions of all 18 atoms, in Å:
1 C -1.3796 1.0559 0.9051  H2 1.088, H12 1.088, C13 1.527, H17 1.090
2 H -1.5930 0.5266 1.8311  C1 1.088
3 H 0.0621 -2.9182 -0.7508  C10 1.090
4 H 0.6639 -0.6326 1.4218  N11 1.179
5 H 1.3992 -1.7616 -0.6211  C10 1.088
6 H 0.1495 -1.5182 -1.8453  C10 1.095
7 H 2.3961 1.1769 0.0801  O15 0.966
8 H 0.7705 1.7852 -0.9799  N14 1.013
9 H -1.3935 -1.3172 0.0967  N16 1.017
10 C 0.3351 -1.8655 -0.8237  H3 1.090, H5 1.088, H6 1.095, N16 1.461
11 N 0.9414 0.4761 1.1316  H4 1.179, C13 1.450, O15 1.459
12 H -1.1569 2.0920 1.1524  C1 1.088
13 C -0.1722 0.4387 0.2035  C1 1.527, N11 1.450, N14 1.433, N16 1.562
14 N 0.1352 1.0017 -1.0779  H8 1.013, C13 1.433, H18 1.011
15 O 2.1971 0.2919 0.4115  H7 0.966, N11 1.459
16 N -0.4021 -1.1062 0.1836  H9 1.017, C10 1.461, C13 1.562
17 H -2.2632 0.9887 0.2700  C1 1.090
18 H -0.6895 1.2858 -1.5889  N14 1.011


Most stable pick: P). Distance to second place: 97.0 kJ/mol.


P) ORCA calculation (wB97M-V/def2-TZVPD) on one molecule with the formula C8H11NO2.

The HOMO energy comes out at -0.32505 Ha. Its SMILES is C[C@H](CCc1ccco1)N=O.

Bonds (Å) are listed after each position.
Positions of all 22 atoms, in Å:
1 C 1.2811 -0.5225 0.8492  C8 1.550, N12 1.489, H18 1.089, C22 1.556
2 H -1.0214 -2.0191 -1.5647  C9 1.209
3 H 0.6193 -1.1359 -1.9002  C9 1.043
4 C -0.4439 1.3371 -1.7560  C7 1.365, H17 1.131, C21 1.480
5 H -0.3581 -0.0397 2.3204  C8 1.174
6 H -3.3691 1.5786 -0.3271  C16 1.027
7 C -0.8069 0.1424 -1.2050  C4 1.365, C9 1.547, O11 1.372
8 C 0.8135 -0.0635 2.2538  C1 1.550, H5 1.174, H14 1.121, H15 1.002
9 C -0.1516 -1.2589 -1.2081  H2 1.209, H3 1.043, C7 1.547, C22 1.606
10 H -1.6835 3.2545 -1.7337  C21 1.035
11 O -2.0355 0.2742 -0.6083  C7 1.372, C16 1.331
12 N 2.7098 -0.8770 0.6259  C1 1.489, O13 1.213
13 O 3.4353 -0.9787 1.5923  N12 1.213
14 H 1.2086 0.9809 2.3563  C8 1.121
15 H 1.2147 -0.6679 2.9448  C8 1.002
16 C -2.4614 1.5196 -0.8034  H6 1.027, O11 1.331, C21 1.341
17 H 0.5193 1.5227 -2.3192  C4 1.131
18 H 1.2890 0.4419 0.3425  C1 1.089
19 H -0.4192 -1.5600 1.0458  C22 1.056
20 H 0.9098 -2.5835 0.2758  C22 1.144
21 C -1.5648 2.2607 -1.4700  C4 1.480, H10 1.035, C16 1.341
22 C 0.3151 -1.6060 0.2890  C1 1.556, C9 1.606, H19 1.056, H20 1.144


Q) ORCA calculation (wB97M-V/def2-TZVPD) on one molecule with the formula C8H11NO2.

The HOMO energy comes out at -0.33462 Ha. Its SMILES is CO[C@]1(C)C=CN2C(=O)C[C@@H]21.

Bonds (Å) are listed after each position.
Positions of all 22 atoms, in Å:
1 C 0.6813 1.9745 1.2146  H5 1.127, O12 1.429, H14 1.091, H21 1.076
2 H -2.6328 0.2439 -1.5430  C17 1.077
3 O -3.0741 -1.8555 1.2075  C8 1.252
4 C 0.5427 0.0907 -0.4333  C6 1.524, C7 1.514, O12 1.424, C20 1.601
5 H 1.0891 2.6694 0.4267  C1 1.127
6 C 1.7278 -0.0104 -1.3867  C4 1.524, H11 1.057, H19 1.085, H22 1.053
7 C -0.6088 0.8086 -1.1043  C4 1.514, H13 1.046, C17 1.332
8 C -1.9295 -1.5732 0.7849  O3 1.252, C9 1.530, N15 1.368
9 C -0.5144 -1.5878 1.3653  C8 1.530, H10 1.123, H16 1.087, C20 1.540
10 H -0.0707 -2.3360 2.0747  C9 1.123
11 H 2.4088 0.7307 -1.0636  C6 1.057
12 O 1.0580 0.6739 0.7593  C1 1.429, C4 1.424
13 H -0.3093 1.7422 -1.4698  C7 1.046
14 H 1.3631 2.2163 2.0318  C1 1.091
15 N -1.4910 -1.2430 -0.4686  C8 1.368, C17 1.449, C20 1.480
16 H -0.4989 -0.6070 1.8327  C9 1.087
17 C -1.6338 -0.0298 -1.2485  H2 1.077, C7 1.332, N15 1.449
18 H 0.4891 -2.0292 -0.6282  C20 1.029
19 H 2.4690 -0.8023 -1.4160  C6 1.085
20 C -0.0643 -1.3502 -0.0883  C4 1.601, C9 1.540, N15 1.480, H18 1.029
21 H -0.3593 2.0066 1.4848  C1 1.076
22 H 1.3578 0.2676 -2.3322  C6 1.053


Most stable pick: Q). Distance to second place: 118.7 kJ/mol.


P) ORCA calculation (wB97M-V/def2-TZVPD) on a 2-piece molecular cluster, C3H8 overall.

The HOMO energy comes out at -0.37701 Ha. Its SMILES is C=C.C.

Bonds (Å) are listed after each position.
Positions of all 11 atoms, in Å:
1 H 5.0079 0.9895 -4.2421  C6 1.093
2 H 3.4056 0.7658 -3.4830  C6 1.086
3 H -4.4374 -1.2636 1.5918  C7 1.087
4 H 4.8180 -0.2129 -2.9977  C6 1.089
5 C -3.8250 -0.3383 3.3632  C7 1.325, H8 1.084, H10 1.082
6 C 4.4776 0.7722 -3.3120  H1 1.093, H2 1.086, H4 1.089, H11 1.086
7 C -3.6006 -0.9213 2.1949  H3 1.087, C5 1.325, H9 1.082
8 H -4.8023 -0.4889 3.8080  C5 1.084
9 H -2.6898 -0.8596 1.6132  C7 1.082
10 H -3.0510 0.0375 4.0196  C5 1.082
11 H 4.6970 1.5197 -2.5558  C6 1.086


Q) ORCA calculation (wB97M-V/def2-TZVPD) on a 2-piece molecular cluster, C3H8 overall.

The HOMO energy comes out at -0.37361 Ha. Its SMILES is C=C.C.

Bonds (Å) are listed after each position.
Positions of all 11 atoms, in Å:
1 H 4.0876 -3.1245 -3.6301  C6 1.087
2 H 3.5385 -4.8309 -3.6946  C6 1.093
3 H -3.7642 2.8222 2.2172  C5 1.076
4 H -3.3502 4.5184 2.9585  C5 1.091
5 C -3.2607 3.4311 2.9482  H3 1.076, H4 1.091, C9 1.333
6 C 3.5035 -3.8545 -4.1840  H1 1.087, H2 1.093, H8 1.086, H11 1.088
7 H -2.4755 1.9053 4.1703  C9 1.077
8 H 2.4615 -3.5527 -4.2424  C6 1.086
9 C -2.5488 2.9619 3.9734  C5 1.333, H7 1.077, H10 1.078
10 H -2.0906 3.6356 4.6795  C9 1.078
11 H 3.8989 -3.9118 -5.1959  C6 1.088


R) ORCA calculation (wB97M-V/def2-TZVPD) on one molecule with the formula C3H8.

The HOMO energy comes out at -0.41962 Ha. Its SMILES is CCC.

Bonds (Å) are listed after each position.
Positions of all 11 atoms, in Å:
1 C 0.0441 0.2668 1.2610  H5 1.096, C6 1.535, H9 1.095, H11 1.094
2 H 0.8695 0.7170 -1.4639  C7 1.097
3 H -0.8617 0.9418 -1.1989  C7 1.097
4 H -0.8074 -1.3398 0.0849  C6 1.097
5 H -0.9610 0.3915 1.6803  C1 1.096
6 C 0.0300 -0.6341 0.0180  C1 1.535, H4 1.097, C7 1.531, H10 1.097
7 C -0.0708 0.1853 -1.2708  H2 1.097, H3 1.097, C6 1.531, H8 1.095
8 H -0.2835 -0.4378 -2.1456  C7 1.095
9 H 0.6911 -0.1128 2.0590  C1 1.095
10 H 0.9430 -1.2408 -0.0141  C6 1.097
11 H 0.4066 1.2629 0.9903  C1 1.094


Most stable pick: R). Distance to second place: 100.8 kJ/mol.